1.
The following is a quantum chemistry calculation of 3 unconnected molecules or ions with the total composition C24H34N3O6, from the OMol25 dataset.

Each line ends with the Löwdin charge.
Element x y z (Å)
C (2.17885, 0.53558, 2.17633)  0.197
C (1.07187, 0.95468, 1.58629)  -0.041
N (-0.19551, 1.36256, 0.86444)  -0.302
N (-0.25716, 2.77315, 1.04044)  0.112
C (-1.44030, 0.81426, 1.51629)  -0.108
C (-1.49282, -0.79193, 1.65727)  -0.161
C (-2.19274, -1.57089, 0.42317)  -0.189
C (-2.00589, -3.17616, 0.74196)  -0.143
C (-0.60958, -3.65494, 0.04481)  -0.226
O (-0.37048, -5.07016, 0.26839)  -0.200
C (-0.37571, -5.83894, -0.96891)  -0.241
C (1.18823, -6.21460, -1.29544)  -0.088
C (0.00742, 0.95687, -0.57814)  -0.060
C (-1.26228, 1.19995, -1.55029)  -0.285
O (-1.02863, 0.35293, -2.74178)  -0.075
C (-1.35442, 2.72686, -2.14662)  -0.184
N (-2.81529, 3.14574, -2.22263)  -0.020
H (3.27645, 0.39188, 2.49125)  0.097
H (-1.10168, 3.16654, 0.58547)  0.072
H (0.62361, 3.15018, 0.65216)  0.120
H (-2.41929, 1.20842, 1.02217)  0.156
H (-1.46645, 1.24318, 2.60318)  0.164
H (-0.48100, -1.30151, 1.85921)  0.114
H (-2.15402, -1.01462, 2.59572)  0.143
H (-3.32680, -1.32152, 0.44515)  0.126
H (-1.72777, -1.35627, -0.61147)  0.082
H (-1.80753, -3.24043, 1.89308)  0.122
H (-2.91949, -3.80293, 0.43586)  0.123
H (0.23003, -3.04729, 0.58820)  0.099
H (-0.60624, -3.32663, -1.05916)  0.122
H (-0.88754, -5.30911, -1.85981)  0.121
H (-0.95792, -6.83909, -0.80882)  0.130
H (1.75016, -5.31617, -1.74423)  0.073
H (1.24722, -7.13880, -1.98481)  0.079
H (1.71489, -6.51766, -0.29876)  0.078
H (0.87443, 1.62191, -0.99531)  0.168
H (0.39691, -0.13794, -0.69891)  0.160
H (-2.27682, 0.86015, -1.12737)  0.132
H (-0.79046, -0.56675, -2.46275)  0.089
H (-0.97341, 2.76444, -3.23885)  0.141
H (-0.71857, 3.48291, -1.54801)  0.098
H (-3.32110, 2.84707, -1.36593)  0.056
H (-3.20858, 2.61508, -3.03458)  0.090
C (3.48601, -4.51457, 1.43990)  0.020
C (4.65522, -5.13998, 1.59021)  0.035
C (5.91352, -4.54147, 1.09787)  -0.378
O (6.97998, -5.11150, 1.23250)  0.127
C (5.82661, -3.22324, 0.43434)  0.032
C (4.65725, -2.59839, 0.28433)  0.015
C (3.39962, -3.19725, 0.77681)  -0.378
O (2.32952, -2.62559, 0.64186)  0.046
H (2.55434, -4.93887, 1.79382)  0.123
H (4.73590, -6.10542, 2.07447)  0.130
H (6.75784, -2.79869, 0.08021)  0.128
H (4.57620, -1.63280, -0.20009)  0.117
C (-0.98070, 6.12705, 0.17230)  0.013
C (-0.58966, 7.36143, -0.14818)  0.041
C (-1.56773, 8.39656, -0.54415)  -0.374
O (-1.21183, 9.52182, -0.83847)  0.133
C (-2.99402, 8.01103, -0.56933)  0.039
C (-3.38434, 6.77600, -0.24856)  0.032
C (-2.40715, 5.74200, 0.14693)  -0.372
O (-2.76544, 4.61190, 0.44237)  0.051
H (-0.27749, 5.35682, 0.46396)  0.095
H (0.45149, 7.65985, -0.13389)  0.129
H (-3.69710, 8.78127, -0.86080)  0.131
H (-4.42526, 6.47730, -0.26272)  0.127

Its total charge is +1. Its spin multiplicity is 1. Its HOMO energy is -0.4299 Ha. The calculation puts the frontier orbital gap at 7.7 eV. Its calculated total energy is -1550.003986 Ha.

---

2.
The following is a quantum chemistry calculation of 7 unconnected molecules or ions with the total composition C44H42F9N7O2, from the OMol25 dataset.

Each line ends with the Löwdin charge.
Element x y z (Å)
C (0.80165, -1.61875, 3.32208)  0.104
C (0.61040, -1.05146, 2.27186)  -0.119
C (0.28916, -0.58715, 0.80353)  -0.083
C (1.03855, 0.80916, 0.53278)  -0.385
C (-0.06645, 1.80100, -0.07924)  -0.082
C (-1.11652, 2.20529, 1.04757)  -0.054
C (-2.60916, 2.27467, 0.57530)  -0.306
F (-2.65393, 2.40101, -0.82322)  0.066
F (-3.10898, 3.51512, 1.03733)  0.051
C (-3.58068, 1.16278, 1.14381)  -0.251
F (-3.01436, 0.30213, 2.06988)  0.106
F (-4.61758, 1.81091, 1.82945)  0.095
C (-4.31566, 0.25283, 0.06826)  -0.250
F (-5.07760, 0.98116, -0.83176)  0.134
F (-5.26669, -0.47168, 0.80179)  0.112
C (-3.41213, -0.84448, -0.62030)  -0.409
F (-4.21933, -1.49397, -1.55000)  0.114
F (-2.34441, -0.36536, -1.32423)  0.141
F (-3.01390, -1.84090, 0.24513)  0.144
C (2.12586, 0.49200, -0.60723)  -0.048
C (3.22053, -0.15709, 0.35670)  -0.146
C (4.64980, -0.34402, -0.28578)  -0.674
O (5.06991, 0.44238, -1.15643)  -0.046
O (5.34524, -1.35693, 0.13232)  -0.100
C (3.15162, 0.89395, 1.54113)  0.139
N (1.93401, 1.35504, 1.57043)  0.135
H (0.95676, -2.14402, 4.28524)  0.057
H (-0.83451, -0.47234, 0.74850)  0.086
H (0.56858, -1.38123, 0.05216)  0.124
H (-0.49000, 1.25460, -0.95653)  0.119
H (0.49650, 2.73830, -0.37850)  0.136
H (-0.92728, 1.54497, 1.93725)  0.101
H (-0.82570, 3.24771, 1.38448)  0.143
H (2.71583, 1.38201, -0.99521)  0.136
H (1.79744, -0.19200, -1.44314)  0.142
H (2.91229, -1.15404, 0.79223)  0.147
H (3.97519, 1.20835, 2.22683)  0.176
H (1.49781, 2.02728, 2.20792)  0.178
N (2.61046, -3.52259, -1.13439)  0.069
C (3.02386, -3.50484, -2.40702)  -0.137
C (2.40104, -4.20778, -3.42790)  -0.067
C (1.28806, -4.97403, -3.11299)  -0.087
C (0.84257, -5.00598, -1.80037)  -0.075
C (1.53694, -4.26366, -0.85799)  -0.167
H (3.89875, -2.89227, -2.60094)  0.112
H (2.77668, -4.15625, -4.44156)  0.102
H (0.77323, -5.53868, -3.88235)  0.099
H (-0.02234, -5.59129, -1.51522)  0.100
H (1.23001, -4.25105, 0.18422)  0.086
N (0.80800, -6.00111, 2.62759)  0.053
C (0.09875, -6.84741, 3.38260)  -0.158
C (0.48055, -7.25388, 4.65105)  -0.078
C (1.66763, -6.75913, 5.16776)  -0.084
C (2.42244, -5.88310, 4.40309)  -0.074
C (1.95138, -5.53561, 3.14618)  -0.157
H (-0.82122, -7.20806, 2.93435)  0.101
H (-0.13502, -7.93919, 5.21932)  0.100
H (2.00193, -7.05397, 6.15583)  0.105
H (3.35610, -5.47924, 4.77282)  0.103
H (2.50477, -4.85176, 2.51007)  0.102
N (-1.12348, -2.92454, -5.39223)  0.062
C (-1.75123, -2.62249, -4.25036)  -0.152
C (-2.63754, -3.47306, -3.60815)  -0.072
C (-2.89293, -4.70819, -4.18259)  -0.078
C (-2.25624, -5.04428, -5.36699)  -0.079
C (-1.38471, -4.12267, -5.92659)  -0.161
H (-1.52132, -1.64387, -3.84119)  0.096
H (-3.11415, -3.17680, -2.68464)  0.079
H (-3.58059, -5.40167, -3.71219)  0.106
H (-2.43115, -5.99941, -5.84524)  0.101
H (-0.85997, -4.34117, -6.85097)  0.103
N (-4.32112, 5.69067, -4.89027)  0.054
C (-5.02107, 4.81972, -4.15406)  -0.152
C (-4.64457, 4.40306, -2.88683)  -0.071
C (-3.47343, 4.91394, -2.35088)  -0.087
C (-2.72918, 5.81633, -3.09423)  -0.072
C (-3.19532, 6.17107, -4.35056)  -0.155
H (-5.92789, 4.44583, -4.61780)  0.102
H (-5.25203, 3.69714, -2.33466)  0.097
H (-3.14458, 4.61303, -1.36511)  0.079
H (-1.80885, 6.23564, -2.70827)  0.100
H (-2.65009, 6.87640, -4.96921)  0.102
N (-1.05662, 1.67879, 5.73661)  0.057
C (-1.14836, 2.65673, 6.64491)  -0.153
C (-2.06032, 3.69803, 6.56815)  -0.071
C (-2.92599, 3.73270, 5.48681)  -0.071
C (-2.85010, 2.73168, 4.53046)  -0.064
C (-1.90450, 1.73247, 4.70207)  -0.161
H (-0.44808, 2.58825, 7.47073)  0.103
H (-2.09124, 4.46148, 7.33463)  0.103
H (-3.65275, 4.53098, 5.38992)  0.109
H (-3.50954, 2.72694, 3.67342)  0.083
H (-1.80780, 0.92512, 3.98434)  0.080
N (5.17809, 3.98983, -0.10292)  0.050
C (6.29694, 3.70713, -0.78476)  -0.140
C (6.79839, 4.50123, -1.80423)  -0.065
C (6.10369, 5.65110, -2.14263)  -0.084
C (4.94242, 5.96450, -1.45335)  -0.086
C (4.52675, 5.10713, -0.44793)  -0.175
H (6.80263, 2.79550, -0.48646)  0.106
H (7.70888, 4.22541, -2.31968)  0.104
H (6.46320, 6.29719, -2.93533)  0.104
H (4.37327, 6.85428, -1.69051)  0.097
H (3.62565, 5.31246, 0.12222)  0.091

Its total charge is 0. Its spin multiplicity is 1. Its HOMO energy is -0.2704 Ha. The calculation puts the frontier orbital gap at 6.5 eV. Its calculated total energy is -3134.207528 Ha.

---

3.
The following is a quantum chemistry calculation of a molecular structure, C34H33ClI3N6O11RbS, from the OMol25 dataset.

Each line ends with the Löwdin charge.
Element x y z (Å)
Rb (0.00947, -0.05400, -0.45959)  0.889
O (3.26486, -0.56425, -1.95820)  0.058
C (3.16678, -1.69033, -1.27625)  -0.530
O (3.60300, -1.87720, -0.16404)  0.093
C (2.35755, -2.73197, -2.03509)  -0.135
O (1.08249, -2.16777, -2.19032)  -0.212
C (0.12643, -2.99927, -2.83191)  -0.129
C (-1.24794, -2.29241, -2.72326)  -0.705
O (-1.78571, -1.99083, -3.80485)  -0.033
O (-1.65901, -2.10115, -1.55306)  -0.131
H (3.30869, 0.23887, -1.32335)  0.062
H (2.31463, -3.65177, -1.44213)  0.130
H (2.82265, -2.94692, -3.00854)  0.132
H (0.08485, -3.97368, -2.32596)  0.122
H (0.39904, -3.13793, -3.88367)  0.117
I (-3.95892, 4.88541, 5.03334)  0.722
C (-2.95459, 3.97793, 3.42898)  -0.770
C (-1.90234, 4.64054, 2.80900)  -0.265
C (-1.26256, 4.03406, 1.74831)  -0.626
I (0.36584, 4.98064, 0.83670)  0.915
C (-1.61210, 2.74074, 1.23122)  -0.514
O (-1.03324, 2.20485, 0.25512)  -0.282
C (-2.69200, 2.09974, 1.94207)  -0.158
C (-3.06144, 0.70716, 1.52409)  -0.188
N (-2.14570, -0.26542, 2.12577)  -0.048
C (-2.40813, -1.63945, 1.72839)  -0.183
C (-1.31164, -2.55583, 2.21010)  -0.261
C (-1.57558, -3.68293, 2.98096)  -0.032
C (-0.52318, -4.50311, 3.35792)  -0.089
C (0.76074, -4.17342, 2.95864)  -0.075
C (0.93443, -3.02284, 2.19884)  -0.117
N (-0.07100, -2.23481, 1.83905)  0.106
C (-3.33980, 2.71455, 2.99469)  -0.150
H (-1.58382, 5.61588, 3.15141)  0.068
H (-2.96896, 0.61777, 0.43873)  0.118
H (-4.11182, 0.50109, 1.79094)  0.115
H (-2.18480, -0.16978, 3.13472)  0.116
H (-2.41044, -1.68075, 0.63449)  0.096
H (-3.38520, -2.01235, 2.07746)  0.116
H (-2.59319, -3.90989, 3.27322)  0.102
H (-0.70482, -5.38830, 3.95631)  0.096
H (1.61114, -4.78742, 3.22411)  0.094
H (1.91967, -2.71765, 1.85807)  0.107
H (-4.15815, 2.19800, 3.48645)  0.089
Cl (4.81803, 4.91028, 3.69931)  0.615
C (4.19690, 3.84064, 2.45272)  -0.626
C (4.69892, 3.93562, 1.19006)  -0.207
C (4.21626, 3.09600, 0.17736)  -0.637
I (4.97680, 3.30177, -1.76114)  0.838
C (3.21848, 2.13361, 0.36890)  -0.447
O (2.74184, 1.40273, -0.55312)  -0.191
C (2.71304, 2.04227, 1.73988)  -0.157
N (1.75345, 1.11724, 1.96693)  0.128
C (1.22660, 1.02165, 3.15891)  -0.133
C (1.61486, 1.83860, 4.23793)  -0.052
C (2.59449, 2.76719, 4.03930)  -0.044
C (3.18561, 2.89700, 2.76411)  -0.201
H (5.46486, 4.66692, 0.97023)  0.082
H (0.44006, 0.28129, 3.27351)  0.091
H (1.13113, 1.73469, 5.20088)  0.097
H (2.91403, 3.42046, 4.84036)  0.080
C (5.33420, 1.33769, -6.87392)  -0.115
C (3.97219, 0.99652, -6.28560)  -0.299
S (2.84463, 0.55425, -7.59487)  0.639
O (2.66993, 1.70657, -8.45016)  -0.318
O (3.30950, -0.68590, -8.16910)  -0.323
C (1.32680, 0.24290, -6.73890)  -0.202
C (0.63553, 1.52913, -6.28540)  -0.142
N (-0.27323, 1.24754, -5.19235)  0.046
C (0.08563, 1.31951, -3.88814)  -0.307
N (-0.91674, 1.01765, -3.08107)  0.111
C (-1.97957, 0.75564, -3.87648)  -0.029
C (-1.61766, 0.90614, -5.18695)  -0.153
N (-2.35944, 0.61252, -6.34525)  -0.335
O (-3.54787, 0.37947, -6.21877)  0.076
O (-1.74596, 0.47791, -7.40682)  0.035
C (1.43856, 1.73642, -3.43503)  0.011
H (6.01471, 1.62759, -6.07435)  0.077
H (5.25045, 2.16505, -7.57759)  0.075
H (5.75339, 0.47892, -7.39634)  0.075
H (3.54211, 1.84335, -5.75156)  0.092
H (4.01727, 0.13810, -5.61499)  0.108
H (1.58625, -0.39024, -5.88829)  0.118
H (0.69247, -0.32348, -7.42069)  0.109
H (0.11779, 1.99662, -7.11516)  0.126
H (1.36590, 2.23682, -5.89918)  0.104
H (-2.92663, 0.41967, -3.49553)  0.131
H (1.70172, 2.72470, -3.82054)  0.091
H (2.20807, 1.02233, -3.73506)  0.078
H (1.45137, 1.79713, -2.35083)  0.059

Its total charge is -2. Its energy relative to the best compared isomer or geometry (same formula, charge and spin) is 31.9 kJ/mol. Its spin multiplicity is 1. Its HOMO energy is -0.0891 Ha. The calculation puts the frontier orbital gap at 5.8 eV. Its calculated total energy is -4247.285829 Ha.

---

4.
The following is a quantum chemistry calculation of 2 unconnected molecules or ions with the total composition C2H10N3O, from the OMol25 dataset.

Each line ends with the Löwdin charge.
Element x y z (Å)
N (-1.95702, 1.34801, -0.51282)  -0.034
C (-2.09133, -0.15597, -0.18452)  -0.522
O (-0.95473, -0.67941, 0.30297)  -0.347
H (-2.49982, 1.93276, 0.06747)  -0.012
H (-0.97440, 1.59599, -0.49004)  0.017
H (-2.89177, -0.10827, 0.55249)  0.055
H (-2.52385, -0.59370, -1.11513)  0.066
N (1.45230, -0.11473, 1.38591)  -0.024
C (1.81115, 0.14635, -0.00353)  -0.413
N (1.46821, -0.85528, -0.96935)  -0.035
H (0.42306, -0.27571, 1.41188)  0.026
H (1.95600, -0.81990, 1.84319)  0.007
H (1.39849, 1.08019, -0.34324)  0.072
H (2.91984, 0.23108, -0.09158)  0.089
H (2.00604, -1.69170, -0.92257)  0.025
H (0.45784, -1.03973, -0.93112)  0.030

Its total charge is -1. Its energy relative to the best compared isomer or geometry (same formula, charge and spin) is 33.1 kJ/mol. Its spin multiplicity is 1. Its HOMO energy is -0.1157 Ha. The calculation puts the frontier orbital gap at 7.7 eV. Its calculated total energy is -321.695224 Ha.